ORCA calculation (ωB97M-V/def2-TZVPD) on a structure of composition C11H28AlBrClNO6PS2.

Geometry as XYZ:
```
52
Properties=species:S:1:pos:R:3:nbo_charge:R:1
C 3.14 -0.40 4.19 -0.62
C 2.78 0.69 3.19 0.08
O 3.92 1.56 3.10 -0.74
C 2.36 0.14 1.82 -0.23
N 0.95 0.36 1.56 -0.63
C 0.35 -0.68 0.75 -0.23
C -1.11 -0.36 0.42 -0.05
O -1.69 0.42 1.44 -0.98
Al -2.97 -0.19 2.43 1.39
C -3.17 1.07 4.03 -1.05
C -2.02 1.96 4.10 0.63
O -0.94 1.82 4.56 -0.55
Cl -2.37 3.59 3.28 -0.24
P -2.29 -2.40 3.19 0.38
O -3.39 -2.58 4.45 -1.00
Br -0.44 -1.76 4.40 -0.37
H 3.47 0.04 5.13 0.21
H 3.93 -1.04 3.79 0.20
H 2.26 -1.02 4.38 0.23
H 1.94 1.27 3.59 0.18
H 3.60 2.43 2.83 0.47
H 2.96 0.67 1.07 0.18
H 2.64 -0.92 1.75 0.16
H 0.44 0.40 2.44 0.38
H 0.93 -0.78 -0.17 0.18
H 0.40 -1.67 1.25 0.16
H -1.65 -1.31 0.26 0.18
H -1.16 0.18 -0.53 0.15
H -4.36 -0.34 1.63 -0.43
H -3.24 0.48 4.94 0.26
H -4.09 1.63 3.86 0.25
H -3.06 -3.26 5.05 0.48
C -3.26 -2.72 -3.93 -0.83
S -1.59 -2.53 -3.28 1.25
O -1.73 -2.45 -1.80 -0.98
C -1.35 -0.84 -3.83 -0.84
H -3.62 -3.70 -3.63 0.23
H -3.90 -1.95 -3.49 0.23
H -3.24 -2.64 -5.02 0.22
H -2.13 -0.22 -3.40 0.23
H -1.36 -0.80 -4.92 0.21
H -0.37 -0.52 -3.47 0.28
C 1.52 2.35 -5.99 -0.83
S 2.34 0.85 -5.44 1.26
O 1.41 0.19 -4.50 -0.99
C 3.59 1.66 -4.44 -0.83
H 0.67 2.05 -6.60 0.24
H 1.18 2.91 -5.12 0.24
H 2.22 2.95 -6.59 0.22
H 3.10 2.27 -3.68 0.24
H 4.23 2.27 -5.07 0.22
H 4.18 0.88 -3.96 0.24
```

## Properties
- charge = -1
- energy (eV) = -145760.3877
- highest occupied orbital energy (eV) = -4.216
- ΔE to the lowest compared entry with this formula, charge and spin (kcal/mol) = 0.0


ORCA calculation (ωB97M-V/def2-TZVPD) on the molecule C7H9ClN2O4S.

Geometry as XYZ:
```
24
Properties=species:S:1:pos:R:3:nbo_charge:R:1
C -1.07 1.23 0.38 -0.06
C -0.56 2.40 0.61 0.13
C 1.12 0.34 0.12 0.15
C -2.02 0.18 0.22 0.70
C -1.87 -3.16 0.32 -0.62
C 2.99 1.78 -0.01 -0.49
C -2.48 -2.04 -0.57 -0.09
N 0.82 2.66 0.56 -0.44
N 1.65 1.56 0.15 -0.26
O -3.20 0.41 0.54 -0.57
O 2.48 -0.27 -1.97 -0.94
O 3.06 -1.41 0.11 -0.95
O -1.59 -0.92 -0.39 -0.48
S 2.04 -1.15 -0.88 1.64
Cl -1.34 3.92 0.97 0.04
H -0.86 -3.33 -0.01 0.22
H -1.91 -2.86 1.46 0.21
H -2.31 -4.07 0.31 0.21
H 3.26 2.87 -0.19 0.21
H 3.67 1.46 0.79 0.24
H 3.13 1.00 -0.85 0.30
H -3.53 -1.78 -0.32 0.22
H -2.54 -2.50 -1.64 0.20
H 1.07 3.68 0.26 0.43
```

## Properties
- energy (eV) = -41924.7409
- highest occupied orbital energy (eV) = -8.852
- ΔE to the lowest compared entry with this formula, charge and spin (kcal/mol) = 168.5


ORCA calculation (ωB97M-V/def2-TZVPD) on the molecule C5H8O2.

Geometry as XYZ:
```
15
Properties=species:S:1:pos:R:3:nbo_charge:R:1
O 1.39 1.71 -0.58 -0.55
C 0.95 0.61 -0.72 0.58
C 0.61 -0.07 -1.96 -0.50
C -0.73 -0.66 -0.82 -0.33
C 0.24 -0.31 0.29 -0.38
C -0.24 0.42 1.51 -0.05
O -0.92 -0.50 2.33 -0.72
H 0.63 0.61 -2.80 0.23
H 1.12 -0.97 -2.23 0.23
H -0.88 -1.70 -1.10 0.22
H -1.65 -0.08 -0.82 0.22
H 0.88 -1.16 0.56 0.23
H 0.64 0.85 2.01 0.18
H -0.88 1.27 1.21 0.16
H -1.16 -0.03 3.13 0.47
```

## Properties
- structure (SMILES) = O=C1CC[C@@H]1CO
- energy (eV) = -9407.7442
- highest occupied orbital energy (eV) = -9.579
- ΔE to the lowest compared entry with this formula, charge and spin (kcal/mol) = 48.2